Entry 1:
{"formula": "C15H32AuN3Si2", "method": "the ωB97M-V functional and the def2-TZVPD basis", "total_charge": 2, "lumo_energy_ev": -8.49, "homo_lumo_gap_ev": 6.606, "energy_ha": -1469.187650, "species": ["Au", "N", "C", "C", "C", "N", "H", "H", "H", "H", "H", "H", "H", "H", "H", "H", "C", "Si", "C", "C", "C", "C", "C", "C", "C", "C", "N", "Si", "C", "C", "C", "H", "H", "H", "H", "H", "H", "H", "H", "H", "H", "H", "H", "H", "H", "H", "H", "H", "H", "H", "H", "H", "H"], "coordinates": [[1.4306, 0.1544, -0.3085], [3.7329, 0.2840, -0.1296], [4.1278, 0.9748, 1.1103], [3.7970, 2.4621, 1.0577], [2.3149, 2.8118, 1.1082], [1.6036, 2.4049, -0.1190], [4.1170, -0.6577, -0.1235], [4.1523, 0.7612, -0.9256], [5.2055, 0.8782, 1.2785], [3.6117, 0.4901, 1.9417], [4.2391, 2.9008, 0.1593], [4.2737, 2.9331, 1.9156], [2.2324, 3.8945, 1.2478], [1.8332, 2.3238, 1.9560], [2.1080, 2.7726, -0.9223], [0.6757, 2.8216, -0.1333], [-1.7714, 1.9925, 1.5640], [-1.7467, 0.1098, 1.3673], [-0.4723, -0.6259, 2.6116], [-3.4636, -0.6272, 1.6861], [-0.7766, -0.4108, -0.2546], [-0.4185, -1.8227, -0.2661], [-1.2584, -2.9338, -0.1941], [-0.6954, -4.2006, -0.1747], [0.6870, -4.3281, -0.2480], [1.4660, -3.1819, -0.3393], [0.9149, -1.9824, -0.3388], [-1.6933, 0.1308, -1.9445], [-0.4639, -0.6260, -3.2021], [-1.6749, 2.0190, -2.0890], [-3.4385, -0.5967, -2.0675], [-2.2154, 2.2381, 2.5242], [-2.3735, 2.4921, 0.8161], [-0.7791, 2.4278, 1.5550], [-0.7837, -0.3439, 3.6114], [0.5263, -0.2405, 2.4419], [-0.4424, -1.7074, 2.5556], [-3.7799, -0.3602, 2.6925], [-3.4931, -1.7107, 1.6253], [-4.2141, -0.2290, 1.0096], [-2.3246, -2.7903, -0.1526], [-1.3173, -5.0798, -0.0941], [1.1573, -5.2962, -0.2341], [2.5440, -3.2421, -0.3984], [0.5327, -0.2100, -3.0925], [-0.8115, -0.3970, -4.2048], [-0.3993, -1.7043, -3.1114], [-0.6662, 2.4159, -2.1513], [-2.1924, 2.5114, -1.2750], [-2.1879, 2.3114, -3.0018], [-3.4592, -1.6776, -1.9679], [-3.8570, -0.3614, -3.0446], [-4.1118, -0.1725, -1.3287]], "atomic_forces_ev_per_a": [[-0.8, -0.8, 0.5], [-0.5, -0.2, -0.4], [0.2, 0.4, 0.4], [-0.3, -0.3, 0.0], [0.5, 0.1, 0.5], [-0.5, -1.4, -0.3], [0.0, 0.0, -0.1], [0.0, -0.1, 0.0], [-0.1, -0.1, -0.1], [0.1, 0.0, 0.0], [0.1, 0.1, 0.0], [0.0, 0.1, 0.0], [-0.2, -0.1, -0.1], [0.0, 0.0, 0.0], [-0.1, -0.1, -0.2], [-0.1, -0.1, -0.1], [-0.2, -0.7, -0.2], [1.5, 0.0, 1.3], [-1.2, 0.6, -0.3], [0.5, 0.1, -0.7], [-1.0, 1.2, -0.7], [-0.1, -1.1, 0.0], [0.2, 0.2, 0.0], [0.1, 0.3, 0.0], [0.2, 0.4, 0.0], [0.6, -1.1, 0.1], [-0.6, 2.7, -0.1], [1.3, -0.1, -0.5], [-1.0, 0.5, 0.3], [-0.2, -0.7, 0.1], [0.6, 0.2, 0.3], [0.0, 0.0, 0.2], [-0.1, 0.1, -0.2], [0.3, 0.1, 0.0], [0.1, 0.0, 0.3], [0.3, 0.2, 0.0], [0.0, -0.3, 0.0], [0.2, 0.2, 0.2], [0.1, -0.2, 0.0], [-0.1, 0.0, -0.1], [-0.2, 0.0, 0.1], [-0.1, 0.0, 0.0], [0.1, -0.1, 0.0], [0.0, 0.0, 0.0], [0.2, 0.2, 0.0], [0.1, 0.0, -0.3], [0.0, -0.2, 0.0], [0.2, 0.0, 0.0], [-0.1, 0.1, 0.2], [0.0, 0.0, -0.2], [0.1, -0.2, 0.0], [0.1, 0.1, -0.2], [-0.1, 0.1, 0.1]], "mulliken_charge": [0.88, -0.60, -0.68, -0.65, -0.60, -0.48, 0.30, 0.27, 0.44, 0.35, 0.32, 0.36, 0.47, 0.32, 0.34, 0.25, -1.06, 0.00, -0.96, -1.07, 1.56, -0.71, -0.39, -0.69, -0.62, -0.47, -0.18, 0.09, -1.02, -1.01, -0.99, 0.47, 0.38, 0.22, 0.49, 0.18, 0.33, 0.45, 0.36, 0.39, 0.36, 0.51, 0.46, 0.45, 0.27, 0.47, 0.31, 0.27, 0.32, 0.44, 0.33, 0.45, 0.34]}



Entry 2:
{"formula": "C15H32BrIN7O5", "method": "the ωB97M-V functional and the def2-TZVPD basis", "total_charge": 1, "lumo_energy_ev": -3.54, "homo_lumo_gap_ev": 7.896, "energy_ha": -4221.530581, "species": ["C", "C", "Br", "C", "N", "C", "N", "C", "I", "C", "O", "N", "O", "N", "H", "H", "H", "H", "H", "H", "H", "H", "H", "H", "H", "C", "C", "O", "N", "C", "H", "H", "H", "H", "H", "H", "H", "C", "C", "O", "N", "C", "H", "H", "H", "H", "H", "H", "H", "C", "C", "O", "N", "C", "H", "H", "H", "H", "H", "H", "H"], "coordinates": [[2.9110, -0.5439, 1.7861], [3.0299, -0.4903, 0.1473], [4.7485, -1.4875, -0.3037], [1.8338, -1.3253, -0.6377], [0.6394, -0.4811, -1.0233], [-0.6652, -0.7385, -0.5832], [-1.0404, -1.8954, 0.3656], [-2.3276, -1.3214, 0.9935], [-2.0240, 0.6955, 1.8676], [-3.0683, -0.9050, -0.4470], [-3.0310, -2.2335, -1.1442], [-4.2916, -2.6926, -1.2301], [-4.5049, -3.6159, -0.4613], [-1.9508, 0.0318, -0.9510], [3.4576, 0.4317, 2.1971], [1.8190, -0.6258, 2.1993], [3.5137, -1.4518, 2.2343], [3.1112, 0.6213, -0.2269], [2.2233, -1.8317, -1.6447], [1.5601, -2.2445, 0.0719], [0.7183, 0.3394, -1.6941], [-0.4097, -2.0372, 1.1847], [-2.8725, -2.0955, 1.6814], [-4.1411, -0.4519, -0.2990], [-2.1282, 0.0817, -1.9782], [4.4793, -2.3281, -5.5194], [4.1981, -2.9418, -4.1762], [3.1360, -2.7591, -3.5841], [5.1625, -3.7226, -3.6122], [6.4636, -4.0568, -4.1397], [3.6173, -1.7339, -5.8377], [5.3485, -1.6681, -5.4546], [4.6504, -3.1129, -6.2609], [4.8973, -4.0986, -2.7088], [6.5242, -5.1444, -4.2270], [7.2167, -3.7114, -3.4272], [6.6476, -3.6022, -5.1136], [-7.1370, 0.3244, 4.5213], [-5.7321, 0.5728, 4.0474], [-4.9827, -0.3441, 3.7164], [-5.2924, 1.8616, 3.9890], [-6.0092, 3.0668, 4.3301], [-7.3410, -0.7506, 4.5128], [-7.2569, 0.6905, 5.5444], [-7.8494, 0.8163, 3.8539], [-4.3370, 1.9455, 3.6604], [-6.0417, 3.7038, 3.4428], [-5.4539, 3.5792, 5.1196], [-7.0250, 2.8649, 4.6711], [2.7213, 3.9121, -0.4123], [1.5225, 3.0122, -0.5259], [1.5654, 1.9395, -1.1253], [0.3596, 3.4143, 0.0606], [0.1051, 4.6257, 0.8025], [3.5711, 3.4562, -0.9293], [2.5101, 4.8774, -0.8800], [2.9891, 4.0477, 0.6389], [-0.4004, 2.7543, -0.0603], [-0.2241, 4.3451, 1.8060], [-0.6993, 5.1681, 0.2995], [0.9864, 5.2639, 0.8732]], "atomic_forces_ev_per_a": [[0.9, 0.3, 0.2], [-0.8, 0.0, 0.4], [-1.2, 0.9, 0.1], [1.5, -1.4, 0.0], [-5.1, -1.0, 1.3], [1.3, -1.1, 0.1], [-0.2, 4.7, 0.2], [-1.0, -0.4, -2.2], [-0.1, -0.9, 1.1], [1.6, -0.9, 2.7], [1.3, 2.5, 0.7], [-3.4, -3.1, 2.0], [1.1, 2.7, -2.5], [0.9, -4.0, -0.9], [-1.4, -2.1, -0.8], [1.9, 0.4, -1.0], [-1.3, 1.7, -1.1], [-0.1, -2.5, 0.6], [-0.6, 1.3, 2.1], [0.1, 2.2, -1.6], [0.4, -1.1, 1.3], [0.1, 0.3, -1.3], [1.1, 1.7, -1.4], [2.3, -0.8, -0.8], [0.9, 0.2, 0.7], [-0.2, 0.2, -0.2], [-0.1, -0.3, 0.6], [0.1, 0.1, 0.0], [-0.8, 0.5, -0.2], [0.1, -0.3, 0.4], [0.2, -0.2, 0.2], [0.0, -0.2, -0.1], [0.1, 0.2, 0.0], [0.1, 0.1, -0.2], [0.3, 0.1, -0.2], [0.2, -0.1, -0.3], [-0.1, -0.1, 0.2], [-0.1, -0.2, 0.0], [0.7, -0.2, -0.2], [-0.2, 0.2, 0.0], [-0.1, -0.7, -0.1], [0.4, 0.2, -0.1], [0.2, 0.3, 0.0], [-0.1, 0.1, -0.1], [0.0, 0.0, 0.2], [-0.3, 0.0, 0.1], [-0.2, 0.2, 0.2], [-0.3, 0.2, 0.0], [0.2, 0.0, -0.1], [0.2, -0.1, -0.1], [-0.8, 0.4, 0.3], [0.1, 0.1, -0.3], [1.0, -0.6, -0.6], [-0.4, 0.0, 0.1], [-0.3, 0.0, 0.1], [0.1, 0.0, 0.2], [0.0, 0.2, -0.1], [0.1, 0.2, 0.1], [0.1, 0.3, 0.0], [0.1, 0.2, 0.2], [-0.1, -0.2, -0.1]], "mulliken_charge": [-0.91, 0.11, -0.13, -0.43, 0.25, 0.17, -0.34, -0.78, 0.13, 0.03, -0.11, 0.11, -0.24, -0.33, 0.28, 0.20, 0.37, 0.20, 0.20, 0.28, 0.33, 0.42, 0.52, 0.42, 0.37, -1.36, 0.79, -0.67, -0.13, -0.84, 0.29, 0.38, 0.38, 0.23, 0.30, 0.28, 0.33, -1.34, 0.86, -0.61, -0.05, -0.87, 0.28, 0.38, 0.37, 0.05, 0.28, 0.29, 0.34, -1.56, 0.90, -0.67, -0.05, -0.95, 0.34, 0.47, 0.39, 0.08, 0.28, 0.33, 0.37]}



Entry 3:
{"formula": "C15H32FeN4O2P2", "method": "the ωB97M-V functional and the def2-TZVPD basis", "relative_energy_kcal_mol": 18.5, "total_charge": 1, "lumo_energy_ev": [-2.98, -3.83], "multiplicity": 6, "homo_lumo_gap_ev": [6.947, 5.936], "energy_ha": -2906.366789, "species": ["Fe", "P", "P", "N", "N", "H", "H", "H", "C", "H", "C", "H", "H", "C", "C", "H", "C", "H", "H", "H", "H", "H", "O", "C", "C", "C", "H", "H", "H", "H", "H", "H", "H", "C", "H", "C", "N", "C", "C", "C", "N", "C", "C", "O", "H", "H", "H", "H", "H", "H", "H", "H", "H", "H", "H", "H"], "coordinates": [[0.4405, -0.2273, -0.7200], [0.7933, 2.0195, -0.3782], [2.2187, -1.6815, -0.5860], [-1.1834, 0.4576, -1.5742], [-0.5301, -1.9396, -1.3154], [-2.8464, -0.1244, -2.6635], [-2.6326, -2.3685, -0.9880], [-3.0574, -0.1563, -0.8828], [-2.3396, -0.3674, -1.7072], [-2.0717, -2.2582, -2.6910], [-1.9373, -1.8467, -1.6713], [-2.1487, 2.0479, -2.6503], [-0.5490, -4.0300, -1.3697], [-1.1366, 1.6444, -2.3892], [0.0431, -3.1317, -1.1749], [-1.0148, 3.4215, -1.1697], [-0.3384, 2.7236, -1.6772], [0.3059, 3.2975, -2.3442], [3.2162, -1.7543, -1.5958], [2.9832, -1.8654, 0.6142], [2.0379, 2.6410, -0.6435], [0.2861, 2.6831, 0.7773], [1.5842, 0.4138, -2.3236], [1.7055, 0.3144, -3.6039], [2.0740, 1.5481, -4.3550], [1.0527, -0.8091, -4.3359], [-0.9061, 1.4636, -3.4424], [1.6990, 2.4266, -3.8002], [3.1664, 1.6484, -4.4520], [1.5733, 1.5310, -5.3441], [0.1993, -1.2074, -3.7586], [0.6879, -0.4417, -5.3213], [1.7509, -1.6747, -4.4680], [1.3749, -3.2159, -0.8023], [1.8752, -4.1792, -0.7281], [-2.3979, 1.1304, 2.1882], [-1.3978, 0.6531, 3.1187], [-1.3734, 1.2244, 4.4541], [-0.3248, 0.5970, 5.3498], [0.8811, 0.0908, 4.5806], [0.4612, -0.7116, 3.4594], [1.4024, -1.7033, 2.9916], [-0.5451, -0.2837, 2.6251], [-0.6712, -0.7251, 1.4514], [-1.9139, 1.6465, 1.3363], [-3.0652, 1.7969, 2.7462], [-2.9574, 0.2741, 1.7965], [-1.2260, 2.3163, 4.3716], [-2.3604, 1.0601, 4.9108], [-0.7826, -0.2515, 5.8848], [-0.0090, 1.3137, 6.1113], [1.4988, -0.5178, 5.2463], [1.4958, 0.9648, 4.2813], [2.4189, -1.2882, 2.8835], [1.4532, -2.5306, 3.7313], [1.0373, -2.0590, 2.0170]], "atomic_forces_ev_per_a": [[-2.1, -1.8, 0.3], [-0.2, 1.6, 0.8], [1.6, -1.6, 1.0], [-0.3, 0.9, -0.4], [-0.7, 0.7, 0.2], [0.0, -0.2, 0.5], [0.5, -0.1, -0.2], [0.4, 0.0, -0.4], [-0.6, 0.1, -0.5], [-0.2, 0.0, 0.4], [0.1, -0.3, -0.4], [0.2, -0.2, 1.0], [0.2, 0.0, 0.1], [-1.8, 0.4, -0.2], [1.2, -0.1, 0.4], [0.2, -0.1, -0.2], [0.7, 0.5, 0.1], [-0.3, 0.1, -0.1], [0.1, 0.3, 0.4], [0.0, 0.0, -0.7], [-0.4, 0.2, 0.3], [0.5, 0.0, -0.3], [1.4, -0.1, -4.7], [-2.4, 1.0, 3.4], [0.2, 0.4, -0.4], [0.1, -0.8, -0.4], [1.2, -0.5, 0.0], [0.3, -0.4, -0.2], [-0.3, 0.0, -0.2], [0.7, 0.1, 0.5], [0.4, 0.2, 0.0], [0.5, -0.5, 0.6], [-0.4, 0.7, -0.1], [-0.9, -0.9, -0.3], [-0.1, 0.3, 0.0], [-0.1, 0.0, -0.1], [0.5, -0.5, -0.6], [-0.2, 0.4, 0.1], [-0.2, -0.6, 0.5], [-0.1, 0.7, 0.5], [-0.2, 0.2, -0.5], [0.0, -0.5, -0.1], [0.6, -0.1, -0.1], [0.2, 0.5, 0.6], [-0.4, -0.1, 0.4], [0.1, -0.1, -0.4], [0.0, 0.3, 0.0], [0.0, -0.3, 0.0], [0.2, 0.2, -0.1], [0.2, 0.2, -0.2], [0.0, 0.0, -0.1], [0.0, 0.0, -0.2], [-0.1, -0.4, -0.2], [-0.3, 0.0, 0.0], [0.0, 0.3, -0.5], [0.3, -0.1, 0.5]], "mulliken_spin": [3.89, 0.01, 0.03, 0.66, 0.12, 0.02, 0.00, 0.04, -0.05, 0.01, 0.04, 0.03, 0.00, -0.07, -0.03, 0.00, 0.02, -0.01, 0.02, 0.02, 0.00, 0.01, 0.04, 0.00, 0.01, 0.00, 0.04, 0.00, 0.00, 0.00, 0.00, 0.00, 0.00, 0.10, 0.00, 0.00, 0.00, 0.00, 0.00, 0.00, 0.00, 0.00, 0.00, 0.03, 0.00, 0.00, 0.00, 0.00, 0.00, 0.00, 0.00, 0.00, 0.00, 0.00, 0.00, 0.00]}



What is the formula in the first record?
C15H32AuN3Si2